Record 1
# C32H38Cl3F6N2O5P2S2W

A structure of composition C32H38Cl3F6N2O5P2S2W in a non-equilibrium geometry (ωB97M-V/def2-TZVPD, the Open Molecules 2025 dataset).

The geometry in XYZ format:
```
91
Properties=species:S:1:pos:R:3:forces:R:3
W 0.66166 0.10821 1.02749 0.70 -0.96 0.06
Cl 5.43062 -2.98844 -1.66774 0.12 -0.05 0.44
Cl 1.42193 -4.05760 -5.09981 0.59 -0.17 0.43
Cl 0.16212 -3.21471 -0.00343 0.06 0.31 -0.49
S 1.54748 -1.64188 3.55538 0.13 -0.61 -0.86
S 0.69802 2.80771 1.97019 0.03 -0.81 -0.25
P -1.58474 -0.05432 2.01226 -1.24 -0.15 0.82
P 2.16489 0.96049 -2.80904 -0.67 0.62 0.50
F 2.66628 -3.66263 4.69209 -0.08 0.34 -0.22
F 3.12173 3.50962 1.13980 -0.68 0.31 0.14
F 2.52765 -3.94019 2.54372 0.37 0.46 -0.45
F 2.60712 4.01381 3.17510 0.03 0.25 -0.22
F 0.82340 -4.22417 3.76452 -0.55 0.22 -0.03
F 1.59904 5.08703 1.52452 1.00 -0.87 0.30
O 2.20564 -0.26370 -0.34768 -0.70 0.53 -0.05
O -0.09734 3.26021 3.05838 -0.10 0.09 -0.23
O 0.21685 2.77854 0.60132 -0.45 0.67 0.10
O -1.72105 -1.62673 2.12186 0.17 -0.40 -0.08
O 1.40399 -1.44812 1.89642 0.12 0.14 0.79
N 1.30761 1.33888 2.20084 0.03 0.49 0.32
N -0.53695 0.28820 -0.56650 -0.69 0.59 -0.47
C -2.11158 0.70303 3.63313 -0.79 -0.30 -0.48
C 2.13705 3.78490 -2.38435 -1.54 0.94 2.15
C -1.83330 0.94010 -0.41332 -0.13 -0.12 0.30
C 2.79306 -2.76372 -0.85548 -1.37 -0.44 0.56
C -3.58773 2.42055 -1.17129 1.01 -0.54 -1.37
C 2.12877 3.90457 1.94593 0.16 1.14 0.13
C 3.36605 -3.62921 -3.17531 0.14 0.10 0.70
C -4.41402 2.02747 -0.14615 0.32 -0.48 0.47
C -1.01673 0.62807 4.65157 0.86 1.29 0.99
C 3.97222 1.41346 -0.62004 0.36 0.55 -0.31
C -1.69942 -1.50096 -3.60138 0.21 -0.08 -0.19
C 2.53719 1.06917 -0.94549 -0.22 0.17 -0.64
C 1.90203 -3.45708 3.60262 -0.02 -0.25 0.71
C 0.44463 -0.65385 -4.15345 -0.24 0.52 1.13
C -3.92038 1.14640 0.79199 0.30 -0.30 1.09
C 0.75637 2.98193 -4.21536 -2.55 -0.73 0.16
C -2.61357 0.62669 0.72551 0.04 0.94 -0.98
C -3.18712 -2.69072 3.73454 0.30 0.79 0.36
C -2.85801 -2.51668 2.26000 -0.95 0.41 0.35
C -0.70054 -1.33234 -4.54333 0.66 0.56 0.18
C 1.32639 -3.09599 -1.30484 1.78 0.45 1.57
C -2.75645 2.09424 3.46124 -0.30 0.42 0.20
C -0.44518 -0.24639 -1.90582 0.23 -0.85 -1.26
C 3.21858 -1.27243 -0.58640 -0.09 -0.39 0.94
C 3.74150 -3.21445 -1.91483 -0.24 -0.51 -1.51
C 0.60948 -0.04370 -2.85577 -0.79 -0.96 -0.28
C 0.99807 -3.56148 -2.50365 0.08 -0.13 -0.06
C 2.00997 -3.79507 -3.48094 -1.01 0.44 -0.58
C -4.06451 -2.13908 1.40000 -0.24 -0.41 1.85
C -2.33156 1.83068 -1.37468 -0.47 -0.33 1.26
C 1.27621 2.63772 -2.84903 0.25 -0.56 0.23
C -1.56686 -1.03336 -2.32430 1.11 0.82 0.97
H -0.07121 3.71106 -4.08021 0.53 -0.14 -0.18
H 1.49229 3.42578 -4.81872 1.02 0.45 -0.94
H -2.91708 0.05106 4.02185 0.35 0.12 -0.54
H 4.16879 1.36791 0.46054 -0.08 0.21 -0.30
H 4.15638 -3.82113 -3.89399 -0.30 -0.02 -0.07
H -0.79605 -0.34633 5.02388 -0.18 -0.93 0.15
H -0.78844 -1.69853 -5.56139 -0.05 -0.03 0.21
H 4.21022 2.41761 -1.03330 -0.26 -0.52 0.53
H -2.28257 -3.02169 4.24778 -0.04 -0.03 0.07
H 1.84787 1.87075 -0.54334 0.52 -1.34 -0.03
H 2.40919 3.71406 -1.31209 0.07 -0.04 -0.57
H -3.49491 -1.72452 4.21976 -0.02 -1.07 -0.52
H -0.06538 1.01353 4.30029 0.09 0.19 -0.22
H -3.85334 1.95242 3.45064 0.55 0.34 -0.05
H 2.91834 -3.37575 0.07437 0.17 0.67 -0.52
H -0.05451 -3.77585 -2.59874 0.01 -0.30 -0.75
H -1.26039 1.26919 5.52271 -0.07 -0.41 -0.40
H -5.41575 2.38432 -0.05066 -0.40 0.31 -0.01
H -2.58388 -2.01641 -3.86878 -0.79 -0.54 -0.19
H 3.89222 -1.23733 0.29524 -0.19 -0.09 -0.77
H -2.49577 -3.44956 1.88644 0.49 -0.63 -0.25
H -4.60113 -1.28348 1.83540 0.23 -0.10 -0.43
H 4.66717 0.74846 -1.12285 0.09 -0.10 -0.02
H -2.50113 2.74230 4.32206 -0.11 -0.38 -0.48
H 2.99759 3.94483 -2.96135 1.31 0.06 -0.90
H 0.43153 2.49387 -2.15622 0.26 0.15 -0.09
H -2.46385 2.62884 2.54430 -0.11 -0.21 0.45
H 3.69140 -0.93253 -1.49036 0.40 0.03 -0.14
H -4.53415 0.91245 1.66867 0.18 0.01 -0.45
H -2.32880 -1.24849 -1.58044 -0.01 0.10 -0.15
H -3.93007 3.09585 -1.93825 -0.16 0.25 0.02
H -3.77812 -2.00677 0.38814 0.07 0.35 -0.98
H -3.94716 -3.45919 3.87073 -0.10 0.15 0.00
H -4.75714 -2.98931 1.47931 0.16 0.19 -0.19
H 1.53431 4.72462 -2.41793 0.37 -0.58 -0.17
H 0.26894 2.13203 -4.74011 0.50 0.35 0.21
H 1.23345 -0.52957 -4.87441 0.31 0.05 -0.11
H -1.73540 2.02284 -2.23997 0.14 0.31 -0.44
```
Forces are in eV/Å.

The total charge is +1. The strongest force on any atom is 2.80 eV/A. The HOMO-LUMO gap (alpha / beta) is 6.040 / 7.005 eV. The spin multiplicity is 3. The value obtained for the HOMO energy (alpha / beta) is -9.83 / -11.03 eV. The value obtained for the energy above the lowest of the compared OMol25 structures with the same formula, charge and spin is 199.8 kJ/mol.

Results of the Mulliken charge analysis, in e, for atoms 1 through 6:
1 W 0.9890
2 Cl -0.1583
3 Cl -0.1678
4 Cl -0.0647
5 S 0.0670
6 S 1.0490



Record 2
# C32H38N3

A cluster of 2 separate species, C32H38N3 in total in a non-equilibrium geometry (ωB97M-V/def2-TZVPD, the Open Molecules 2025 dataset).

The geometry in XYZ format:
```
73
Properties=species:S:1:pos:R:3:forces:R:3
N 0.83043 2.18673 2.00897 0.22 -0.39 2.37
N 2.64661 1.06851 2.61259 -1.64 0.69 1.72
N -2.38797 -2.61980 -3.55966 -1.59 2.09 1.82
C -4.86428 -1.61343 -1.01178 0.82 -0.09 -0.48
C 1.88670 1.32834 3.78200 -0.21 0.08 -0.05
C -0.51823 4.21648 1.60234 0.11 -0.29 0.03
C -1.25708 -2.85961 -5.69464 0.05 -0.35 0.19
C 0.76798 1.98579 3.41063 0.18 -0.07 0.17
C -2.88531 -1.98702 -2.44349 1.04 -1.49 -3.47
C 2.76781 -1.53833 3.87920 -0.34 -0.32 0.22
C 3.87783 0.30235 2.57792 -0.08 0.05 -0.41
C -2.90153 5.11772 -1.20299 -0.26 0.29 -0.15
C 5.11828 -1.68687 3.07190 0.24 0.25 -0.15
C 4.90824 2.15421 1.25113 0.17 0.48 -0.39
C -2.66449 -3.46676 -5.83798 -0.02 0.39 -0.06
C 6.22112 -1.19836 2.38930 -0.15 -0.02 0.03
C -0.70583 2.32907 0.09343 0.21 0.04 0.29
C -6.10947 -3.47692 -0.15859 0.07 0.10 -0.13
C 0.06002 4.85993 2.81262 0.18 0.35 0.34
C -3.94330 -2.48760 -1.64277 -1.02 -0.86 0.69
C -5.19243 -4.35413 -0.71827 -0.05 -0.18 0.07
C -3.23490 -3.51050 -4.40976 -0.17 -1.05 0.30
C -5.93638 -2.10912 -0.30890 -0.28 0.02 0.02
C -1.59582 3.05706 -0.67710 0.05 0.25 0.33
C 4.98387 0.81587 1.89477 -0.22 0.08 0.00
C 6.13836 0.05594 1.80741 -0.26 -0.17 0.17
C 3.94202 -0.96278 3.16898 -0.18 0.41 -0.12
C -4.13429 -3.87930 -1.45378 0.25 0.59 -0.24
C -0.33815 0.94642 -0.31385 0.17 -0.62 0.03
C -1.42346 4.90651 0.81306 -0.09 -0.31 -0.19
C -0.15653 2.91636 1.23731 0.47 -0.34 -0.28
C 7.46634 -2.00837 2.25504 0.30 -0.30 0.05
C 1.97156 1.61623 1.59024 1.13 -0.17 -3.62
C -1.32344 -2.01624 -4.41212 0.42 0.41 0.04
C -1.96325 4.34771 -0.33463 0.07 -0.04 0.03
H -2.48913 5.24260 -2.20573 -0.02 -0.01 -0.01
H -0.96808 -2.26896 -6.57316 -0.11 -0.05 0.38
H -3.86100 4.60722 -1.29975 -0.01 -0.01 -0.03
H -3.20984 -4.52285 -3.99679 0.01 0.15 -0.22
H -6.66791 -1.43268 0.10198 0.01 0.13 0.12
H 2.59228 -1.02210 4.82152 -0.12 -0.09 0.04
H -3.40877 -4.56305 -1.85592 0.12 -0.20 -0.07
H -0.18608 5.92067 2.86642 -0.04 -0.06 -0.11
H -2.53827 -0.98200 -2.27212 0.63 0.16 0.22
H 5.86971 2.46826 0.84340 0.07 -0.10 0.14
H -3.09742 6.11297 -0.80091 0.02 -0.06 -0.01
H 7.37458 -2.97398 2.75489 -0.01 0.05 -0.02
H -0.37172 -1.99462 -3.87134 -0.25 -0.05 -0.03
H 4.58187 2.90366 1.97162 -0.07 0.10 -0.04
H -5.31595 -5.41494 -0.57702 0.03 -0.15 0.01
H -0.03896 2.30295 4.04957 0.00 0.05 -0.14
H -1.60594 -0.98257 -4.63543 -0.02 -0.08 0.04
H -1.22518 0.33140 -0.46311 -0.27 -0.01 -0.06
H 7.69315 -2.19974 1.20496 0.04 0.02 0.00
H 1.86849 -1.45055 3.27012 -0.12 0.06 0.07
H 5.18306 -2.65879 3.52747 -0.08 -0.28 0.15
H 4.18760 2.14983 0.43370 -0.04 0.05 0.11
H -4.27069 -3.15862 -4.36606 0.19 -0.04 0.14
H 1.14590 4.76796 2.81535 0.04 -0.05 0.11
H 0.22828 0.94500 -1.24497 0.12 0.02 0.00
H -2.65148 -4.45836 -6.30838 0.02 0.28 0.28
H -2.00910 2.61829 -1.56894 -0.09 -0.20 -0.28
H -0.32280 4.39346 3.71902 0.08 0.09 0.08
H 2.90951 -2.59348 4.11302 0.12 0.03 -0.07
H -1.71697 5.90398 1.08752 0.02 0.29 0.14
H 0.27560 0.46467 0.44546 -0.04 -0.03 -0.25
H 2.17232 1.05650 4.78356 0.10 -0.06 -0.10
H -3.28556 -2.82559 -6.47685 0.09 -0.11 0.25
H -6.95877 -3.85973 0.38687 -0.04 -0.01 0.08
H 6.98881 0.43573 1.26714 0.16 0.20 -0.13
H 8.32223 -1.49134 2.69113 0.02 0.01 -0.03
H -0.51028 -3.65655 -5.59308 -0.15 0.19 0.09
H -4.73451 -0.55074 -1.12368 0.00 0.27 0.01
```
Forces are in eV/Å.

The total charge is +1. The strongest force on any atom is 3.92 eV/A. The HOMO-LUMO gap is 4.640 eV. The value obtained for the HOMO energy is -9.55 eV. The value obtained for the energy above the lowest of the compared OMol25 structures with the same formula, charge and spin is 0.0 kJ/mol.

Results of the Mulliken charge analysis, in e, for atoms 1 through 6:
1 N 0.4345
2 N 0.6963
3 N 0.2170
4 C -0.3983
5 C -0.6893
6 C 1.1135